(1)
A 2-piece molecular cluster, C4H10N2 overall, computed with the ωB97M-V functional and the def2-TZVPD basis.

```
16
Properties=species:S:1:pos:R:3:forces:R:3
C 2.8924 2.7373 1.5510 -1.574 0.180 -1.432
C 4.7509 2.2299 3.0488 0.428 2.740 -1.535
N 3.8589 3.0224 2.5545 2.388 -4.223 0.208
H 3.0962 3.1306 0.5140 0.733 -0.454 1.154
H 2.7123 1.5838 1.5171 0.203 1.944 0.305
H 1.9834 3.2988 1.7803 -0.342 -0.571 0.365
H 5.5792 2.7087 3.6574 -1.202 -0.852 -0.117
H 4.9407 1.2203 2.5260 -0.636 1.230 1.056
C -2.8273 -1.9233 -2.0094 -0.365 0.864 3.002
C -4.9170 -3.2346 -2.2337 4.306 -0.669 1.333
N -3.7285 -3.0619 -1.6184 -3.209 0.003 -3.283
H -2.0421 -1.8795 -1.1805 -0.989 0.007 -1.022
H -2.2594 -2.0365 -2.9062 -0.071 -0.651 -0.859
H -3.2912 -0.9012 -2.0232 0.013 -0.913 -0.107
H -5.3138 -4.2647 -2.2003 -0.121 0.666 0.827
H -5.4346 -2.6300 -2.9773 0.438 0.697 0.107
```
Forces are in eV/Å.

The charge is +1. As for the HOMO-LUMO gap (spin up / spin down): 5.1 / 1.8 eV. Its LUMO energy (spin up / spin down) is -6.01 / -9.26 eV. Its multiplicity is 2.

Results of the Mulliken charge analysis, in e, for atoms 1 through 2: number 1, C, carries -0.600; number 2, C, carries -0.092

---

(2)
C4H10N2O in the gas phase, computed with the ωB97M-V functional and the def2-TZVPD basis.

```
17
Properties=species:S:1:pos:R:3:forces:R:3
C -0.1997 1.8114 -1.4655 -5.441 -3.062 0.541
N -0.5034 0.2920 -1.7058 4.129 1.416 5.348
C -0.2513 -0.7767 -0.6717 -0.140 2.219 -2.954
O -0.7670 -1.8417 -0.8723 -0.026 -0.380 0.436
C 0.6669 -0.4890 0.5607 0.185 -0.552 -2.092
C -0.3895 -0.0130 1.5827 0.268 -0.698 -1.115
N 1.3677 -1.8704 0.8755 -2.893 1.985 -2.314
H -0.5873 1.9578 -0.4617 0.780 0.534 0.325
H 0.7820 1.9248 -1.6086 3.594 1.116 -0.437
H -0.8928 2.4682 -2.0520 0.993 -0.843 -0.114
H -1.1433 0.1285 -2.3696 -2.833 -1.288 -2.572
H 1.4286 0.3659 0.2062 -1.364 -2.146 1.219
H -1.1559 -0.7880 1.6296 0.204 -0.131 0.518
H -0.9176 0.8504 1.2290 -0.137 0.671 -0.331
H 0.0414 0.2454 2.5066 0.415 0.011 1.385
H 0.6249 -2.6340 0.9577 1.481 1.716 0.290
H 1.8963 -1.6316 1.6594 0.784 -0.569 1.866
```
Forces are in eV/Å.

Its SMILES is CNC(=O)[C@@H](C)N. As for the HOMO-LUMO gap: 10.3 eV. Its LUMO energy is 0.89 eV.

Results of the Mulliken charge analysis, in e, for atoms 1 through 2: number 1, C, carries -0.763; number 2, N, carries -0.236

---

(3)
A 2-piece molecular cluster, C4H10N2O overall, computed with the ωB97M-V functional and the def2-TZVPD basis.

```
17
Properties=species:S:1:pos:R:3:forces:R:3
C -0.1182 -1.5668 -0.4759 -0.013 0.025 0.240
C -0.0646 -1.5009 0.8526 0.000 0.026 -0.168
N 0.9878 -2.0015 1.6444 -0.194 -0.213 -0.326
C 1.2783 -3.2239 1.5100 0.170 0.117 0.267
H 0.6473 -2.0682 -1.0547 0.058 0.070 0.015
H -0.9226 -1.0736 -1.0037 -0.034 -0.108 -0.014
H -0.8293 -0.9812 1.4134 -0.003 0.161 0.041
H 2.1182 -3.6162 2.0716 0.078 -0.095 0.032
H 0.7185 -3.9114 0.8745 -0.073 0.022 -0.095
N -1.5026 2.3007 -0.1624 -0.069 0.048 -0.140
C -0.1642 2.2104 -0.6460 0.154 0.295 0.089
O 0.1004 3.2466 -1.6068 -0.122 -0.071 0.110
H -1.6561 3.1893 0.3073 0.061 -0.162 -0.088
H -2.1398 2.2601 -0.9505 -0.076 -0.009 0.098
H 0.5226 2.3201 0.1974 -0.003 -0.077 0.027
H 0.0006 1.2385 -1.1107 -0.074 -0.085 0.024
H 1.0238 3.1780 -1.8604 0.140 0.056 -0.112
```
Forces are in eV/Å.

Its SMILES is C=CN=C.NCO. As for the HOMO-LUMO gap: 10.3 eV. Its LUMO energy is 0.97 eV.

Results of the Mulliken charge analysis, in e, for atoms 1 through 2: number 1, C, carries -0.757; number 2, C, carries 0.003

---

(4)
C4H10N2O in the gas phase, computed with the ωB97M-V functional and the def2-TZVPD basis.

```
17
Properties=species:S:1:pos:R:3:forces:R:3
N -2.2618 -1.3240 -0.3209 0.667 -1.758 -1.080
C -0.9688 -1.3517 0.4518 -0.933 -0.919 2.106
N 0.0948 -0.5488 -0.1672 -1.391 -2.074 -0.823
C -0.1196 0.8363 -0.3780 0.491 4.139 -1.389
C 0.9856 1.6939 0.4321 -0.975 1.924 0.323
C 2.2388 1.0285 0.1306 6.003 -2.201 -1.685
O 3.2740 1.2102 -0.6106 -4.257 1.573 1.661
H -1.9795 -2.0260 -1.0461 -0.476 1.322 -0.246
H -2.9992 -1.9505 0.0516 0.493 0.928 0.866
H -0.6069 -2.3971 0.3600 0.206 0.594 0.577
H -1.2088 -1.1920 1.6218 0.894 0.257 -2.741
H 0.2411 -1.0282 -1.0836 0.154 0.731 1.071
H 0.1256 1.2158 -1.4595 -0.612 -1.316 1.616
H -1.1488 1.2798 -0.1959 1.070 -0.985 0.123
H 1.1608 2.7693 0.0981 -1.035 -1.157 0.164
H 0.7419 1.7221 1.5587 0.651 -0.346 -1.658
H 2.4308 0.0625 0.5572 -0.950 -0.714 1.116
```
Forces are in eV/Å.

Its SMILES is NCNCCC=O. As for the HOMO-LUMO gap: 9.8 eV. Its LUMO energy is 0.75 eV.

Results of the Mulliken charge analysis, in e, for atoms 1 through 2: number 1, N, carries -0.640; number 2, C, carries -0.592

---

(5)
C4H10N2O in the gas phase, computed with the ωB97M-V functional and the def2-TZVPD basis.

```
17
Properties=species:S:1:pos:R:3:forces:R:3
C -0.8519 -0.9805 1.1304 -1.038 -1.413 0.623
N -0.3518 -0.7654 -0.2019 0.557 1.074 0.872
C -1.0465 -1.2590 -1.2309 -0.120 -1.369 -1.024
O -1.9488 -2.0745 -1.1401 -0.288 0.504 0.206
C 1.0102 -0.2160 -0.2974 -0.317 -2.106 -1.110
C 1.0950 1.2083 0.1481 1.812 0.306 0.776
N 0.0881 2.0439 -0.4599 -0.831 0.153 0.565
H -0.8120 -0.1291 1.8055 0.272 0.245 -0.263
H -1.8879 -1.3299 1.0785 -0.049 0.546 -0.322
H -0.4327 -1.8594 1.6386 0.709 0.267 -0.110
H -0.6928 -0.9794 -2.2320 0.304 0.373 0.091
H 1.4391 -0.4412 -1.2804 -0.682 0.686 -0.430
H 1.6022 -0.9657 0.2445 0.258 0.779 0.809
H 2.0787 1.6320 -0.1016 -0.142 -0.309 -0.317
H 1.1957 1.1449 1.2478 -0.793 0.573 0.001
H -0.7919 1.9370 0.0477 0.132 -0.053 -0.381
H 0.3070 3.0341 -0.3969 0.215 -0.256 0.015
```
Forces are in eV/Å.

Its SMILES is CN(C=O)CCN. As for the HOMO-LUMO gap: 10.2 eV. Its LUMO energy is 0.80 eV.

Results of the Mulliken charge analysis, in e, for atoms 1 through 2: number 1, C, carries -1.062; number 2, N, carries 0.205

---

(6)
C4H10N2O in the gas phase, computed with the ωB97M-V functional and the def2-TZVPD basis.

```
17
Properties=species:S:1:pos:R:3:forces:R:3
N 1.8331 -1.1235 -0.2122 -0.825 -1.379 -0.761
C 0.8096 -0.7870 -1.2795 0.820 1.482 1.513
C 0.0325 0.4529 -0.7949 0.825 0.920 1.131
C -0.3906 0.4531 0.6834 0.373 -0.876 -0.566
N -1.4978 -0.4568 0.8824 -0.152 0.684 -0.268
C -0.8873 1.8249 1.0876 -1.777 -0.502 0.296
O -0.9723 2.2150 2.2234 0.708 0.085 -0.065
H 1.4675 -1.8968 0.3437 -0.175 0.360 0.402
H 2.5495 -1.6280 -0.7316 0.291 0.293 0.122
H 1.5286 -0.3790 -1.9920 -0.933 -0.573 -1.119
H 0.1281 -1.5846 -1.5694 0.437 -0.244 -0.390
H 0.7950 1.2323 -0.7875 0.118 0.260 -0.237
H -0.7732 0.8642 -1.4000 -0.159 -0.585 -0.380
H 0.4871 0.1486 1.2542 0.053 0.358 0.294
H -2.0036 -0.4496 1.7474 0.102 -0.303 0.019
H -1.5928 -1.2108 0.2331 -0.220 -0.169 0.185
H -1.5134 2.3251 0.3115 0.514 0.191 -0.176
```
Forces are in eV/Å.

Its SMILES is NCC[C@H](N)C=O. As for the HOMO-LUMO gap: 9.8 eV. Its LUMO energy is 0.80 eV.

Results of the Mulliken charge analysis, in e, for atoms 1 through 2: number 1, N, carries -0.614; number 2, C, carries -0.530

---

In the order shown, the computed ΔE to the lowest compared entry with this formula, charge and spin values come out to 516.0 254.6 279.6 366.3 155.9 234.6 kJ/mol.